(a)
C4H17N2O2 | ωB97M-V/def2-TZVPD

Net charge: +1
Orbital gap, eV: 11.0
LUMO level, eV: -2.57
E_HOMO, eV: -13.588

Cartesian coordinates (Å):
C1 1.53 -0.43 -1.51
C2 1.86 -1.14 -0.16
C3 0.69 -1.53 0.75
C4 -1.63 -1.03 1.24
N1 -0.30 -0.43 0.74
N2 0.42 0.53 -1.60
H1 1.18 -1.29 -2.23
H2 2.56 0.10 -1.76
H3 2.65 -1.92 -0.17
H4 2.43 -0.31 0.54
H5 1.07 -1.96 1.82
H6 0.00 -2.38 0.34
H7 -1.97 -1.83 0.57
H8 -2.46 -0.21 1.05
H9 -1.49 -1.35 2.27
H10 -0.04 0.34 1.39
H11 -0.45 0.05 -0.23
H12 0.60 1.42 -1.65
H13 -0.14 0.28 -2.43
H14 1.78 1.97 2.86
H15 0.40 2.69 3.30
O1 0.85 1.96 3.11
H16 -3.01 1.04 -3.60
H17 -3.63 1.32 -2.26
O2 -2.74 1.31 -2.58

(b)
C4H17N2O2 | ωB97M-V/def2-TZVPD

Net charge: +1
Orbital gap, eV: 10.2
LUMO level, eV: -2.65
E_HOMO, eV: -12.901

Cartesian coordinates (Å):
C1 -0.47 -0.03 -0.26
N1 0.21 -0.57 0.92
C2 -0.69 -0.91 2.07
C3 0.52 0.59 -1.22
N2 1.59 1.26 -0.49
C4 2.97 0.82 -0.74
H1 -1.14 -0.71 -0.78
H2 -1.20 0.70 0.10
H3 0.70 -1.44 0.72
H4 -1.60 -1.33 1.68
H5 -0.10 -1.51 2.75
H6 -0.95 -0.02 2.64
H7 0.89 -0.18 -1.91
H8 -0.05 1.26 -1.87
H9 0.85 0.20 1.14
H10 1.49 2.26 -0.49
H11 3.62 1.63 -0.40
H12 3.16 -0.13 -0.22
H13 3.15 0.67 -1.80
H14 -0.72 -3.89 -1.39
H15 -1.77 -4.30 -0.39
O1 -1.29 -3.52 -0.70
H16 -2.01 3.12 1.24
H17 -2.65 3.32 -0.14
O2 -2.26 2.65 0.43

Ranked by calculated energy, most stable first: (b), (a).

(a)
C5H12NOS | ωB97M-V/def2-TZVPD

Net charge: -1
Orbital gap, eV: 7.3
LUMO level, eV: 3.92
E_HOMO, eV: -3.353

Cartesian coordinates (Å):
C1 2.85 1.33 2.33
C2 2.10 0.77 1.32
O1 1.92 -0.57 1.17
C3 1.26 1.55 0.37
H1 2.76 2.40 2.52
H2 3.40 0.75 3.08
H3 1.29 -0.89 0.45
H4 1.45 2.62 0.45
H5 1.46 1.24 -0.67
H6 0.19 1.39 0.57
C4 -2.30 -0.66 -0.77
C5 -1.54 -2.00 -0.78
S1 0.26 -1.89 -1.00
N1 -2.13 0.20 -1.97
H7 -2.06 -0.09 0.08
H8 -3.35 -0.91 -0.67
H9 -2.02 -2.61 -1.64
H10 -1.83 -2.52 0.12
H11 -2.59 -0.22 -2.78
H12 -1.14 0.10 -2.16

(b)
C5H12NOS | ωB97M-V/def2-TZVPD

Net charge: -1
Orbital gap, eV: 5.9
LUMO level, eV: 3.36
E_HOMO, eV: -2.535

Cartesian coordinates (Å):
C1 2.25 2.27 0.25
O1 2.51 1.88 1.61
C2 1.04 1.54 -0.27
C3 0.02 2.23 -0.77
H1 3.15 2.03 -0.34
H2 2.09 3.35 0.20
H3 3.45 1.73 1.68
H4 0.95 0.47 -0.09
H5 -0.90 1.74 -1.09
H6 -0.02 3.32 -0.81
C4 -2.18 -0.85 0.43
C5 -1.33 -2.13 0.57
S1 0.15 -2.11 -0.50
N1 -2.50 -0.51 -0.96
H7 -1.61 -0.06 0.92
H8 -3.12 -0.98 1.00
H9 -1.94 -2.99 0.29
H10 -1.00 -2.27 1.60
H11 -3.25 -1.11 -1.27
H12 -1.66 -0.84 -1.45

Ranked by calculated energy, most stable first: (a), (b).

(a)
C3H3N3OS | ωB97M-V/def2-TZVPD

Net charge: 0
Orbital gap, eV: 9.5
LUMO level, eV: -0.15
E_HOMO, eV: -9.620
SMILES: S/N=C\c1cnon1

Cartesian coordinates (Å):
C1 0.52 -1.01 0.65
C2 -0.62 -0.20 0.28
C3 -0.83 0.96 -0.54
H1 3.56 -0.18 -0.81
H2 0.15 -1.77 1.35
H3 -0.16 1.62 -1.11
N1 1.73 -0.95 0.29
N2 -2.13 1.28 -0.52
N3 -1.79 -0.49 0.84
O1 -2.66 0.42 0.35
S1 2.25 0.31 -0.79

(b)
C3H3N3OS | ωB97M-V/def2-TZVPD

Net charge: 0
Orbital gap, eV: 8.7
LUMO level, eV: -0.44
E_HOMO, eV: -9.163
SMILES: O=c1[nH]cnc(=S)[nH]1

Cartesian coordinates (Å):
C1 0.64 1.18 0.54
C2 -0.61 -0.58 1.23
C3 -0.05 -0.38 -1.21
H1 -1.33 -1.19 1.94
H2 -1.10 -2.00 -0.20
H3 1.27 1.14 -1.44
N1 0.03 0.42 1.59
N2 -0.83 -0.93 -0.09
N3 0.65 0.67 -0.74
O1 0.01 -0.95 -2.33
S1 1.32 2.64 0.70

(c)
C3H3N3OS | ωB97M-V/def2-TZVPD

Net charge: 0
Orbital gap, eV: 8.5
LUMO level, eV: -0.54
E_HOMO, eV: -9.049
SMILES: Oc1ncc(S)nn1

Cartesian coordinates (Å):
C1 0.70 -0.49 -0.18
C2 -0.36 -1.20 0.42
C3 -1.53 0.78 0.09
H1 3.16 -0.05 0.13
H2 -0.47 -2.26 0.78
H3 -2.10 2.41 -0.40
N1 -1.56 -0.59 0.47
N2 -0.47 1.56 -0.18
N3 0.68 0.85 -0.24
O1 -2.62 1.50 -0.12
S1 2.31 -1.21 -0.12

Ranked by calculated energy, most stable first: (b), (c), (a).

(a)
C5H10NO | ωB97M-V/def2-TZVPD

Net charge: +1
Orbital gap, eV: 9.3
LUMO level, eV: -5.18
E_HOMO, eV: -14.435
SMILES: C=[NH+]CCCC=O

Cartesian coordinates (Å):
O1 -0.54 1.23 1.25
C1 0.54 0.81 1.66
C2 0.89 -0.66 1.56
C3 1.22 -0.95 0.06
C4 0.21 -0.90 -1.13
C5 -1.64 0.54 -2.01
N1 -0.70 0.19 -1.22
H1 1.20 1.54 2.15
H2 -0.04 -1.17 1.82
H3 1.75 -0.89 2.20
H4 1.54 -1.99 0.05
H5 2.18 -0.44 -0.14
H6 -0.32 -1.87 -1.14
H7 0.96 -0.96 -1.95
H8 -1.61 0.46 -3.10
H9 -2.45 1.04 -1.48
H10 -0.67 0.77 -0.29

(b)
C5H10NO | ωB97M-V/def2-TZVPD

Net charge: +1
Orbital gap, eV: 10.5
LUMO level, eV: -3.56
E_HOMO, eV: -14.082

Cartesian coordinates (Å):
C1 1.04 -0.22 0.29
C2 2.33 -0.29 0.48
C3 0.01 -0.35 1.36
C4 -1.38 -0.66 0.69
C5 -0.05 0.25 -1.22
N1 -1.30 0.37 -0.48
O1 0.43 1.36 -1.84
H1 3.03 0.08 -0.28
H2 2.71 -0.39 1.44
H3 0.41 -1.26 1.95
H4 0.03 0.55 1.92
H5 -1.29 -1.69 0.29
H6 -2.36 -0.67 1.12
H7 -0.04 -0.49 -1.93
H8 -2.14 0.31 -1.11
H9 -1.23 1.39 -0.15
H10 -0.20 1.70 -2.54

Ranked by calculated energy, most stable first: (a), (b).